Density functional theory data (ωB97M-V/def2-TZVPD) for 18 unconnected molecules or ions with the total composition C82H194N6O26 in a non-equilibrium geometry.

Atoms and positions in Å:
C: -1.934 0.734 4.750
C: -2.093 2.264 4.649
C: -0.771 2.961 4.292
O: -3.054 2.643 3.682
H: -2.860 0.228 4.842
H: -1.382 0.521 5.653
H: -1.327 0.384 3.928
H: -2.553 2.578 5.631
H: 0.051 2.560 4.902
H: -0.855 4.060 4.393
H: -0.468 2.669 3.296
H: -3.943 2.295 3.920
C: -3.794 3.620 0.467
C: -2.361 3.157 0.399
C: -1.344 4.326 0.686
O: -2.033 1.988 1.076
H: -3.961 4.540 -0.080
H: -4.156 3.707 1.502
H: -4.417 2.798 -0.032
H: -2.241 2.949 -0.660
H: -1.435 4.675 1.750
H: -1.643 5.216 0.098
H: -0.343 4.075 0.370
H: -2.318 2.083 2.031
C: 2.401 -0.234 -5.108
C: 1.155 -0.270 -4.261
C: 0.089 -1.362 -4.627
O: 1.527 -0.499 -2.899
H: 2.119 0.253 -6.050
H: 2.894 -1.173 -5.251
H: 3.120 0.448 -4.643
H: 0.650 0.693 -4.289
H: -0.236 -1.284 -5.638
H: -0.861 -1.292 -4.090
H: 0.583 -2.356 -4.391
H: 0.810 -0.147 -2.361
C: 0.305 6.012 -3.303
C: 0.348 4.955 -4.404
C: 1.762 4.676 -4.831
O: -0.204 3.717 -4.009
H: 0.826 5.571 -2.428
H: -0.704 6.285 -2.981
H: 0.755 7.009 -3.586
H: -0.182 5.225 -5.351
H: 1.691 3.878 -5.535
H: 2.483 4.352 -4.034
H: 2.225 5.491 -5.311
H: -1.151 3.751 -4.211
C: 5.072 -4.903 3.451
C: 5.074 -3.373 3.435
C: 4.540 -2.716 4.677
C: 5.548 -2.636 5.820
C: 6.838 -1.906 5.308
C: 7.463 -2.701 4.147
N: 6.402 -2.830 3.094
O: 6.885 -3.639 1.980
C: 8.679 -1.934 3.598
C: 8.034 -4.104 4.601
C: 4.115 -2.925 2.291
H: 4.094 -5.376 3.431
H: 5.480 -5.389 4.319
H: 5.689 -5.381 2.619
H: 4.283 -1.638 4.307
H: 3.631 -3.217 4.920
H: 5.853 -3.651 6.136
H: 5.177 -2.159 6.719
H: 7.532 -1.843 6.202
H: 6.703 -0.844 5.014
H: 8.363 -0.981 3.170
H: 9.467 -1.829 4.413
H: 9.203 -2.540 2.899
H: 7.184 -4.598 4.963
H: 8.226 -4.590 3.665
H: 8.854 -3.969 5.289
H: 4.301 -1.881 2.139
H: 3.051 -3.031 2.626
H: 4.256 -3.396 1.304
H: 7.136 -3.049 1.259
C: -5.775 2.978 -6.258
C: -4.629 3.288 -7.214
C: -4.182 4.719 -7.001
C: -2.891 5.088 -7.717
C: -1.792 4.077 -7.370
C: -2.220 2.630 -7.570
N: -3.510 2.383 -6.877
O: -3.833 1.053 -7.245
C: -2.224 2.354 -9.122
C: -1.188 1.713 -6.995
C: -5.216 3.145 -8.621
H: -6.647 3.717 -6.333
H: -5.392 3.060 -5.210
H: -6.113 1.953 -6.219
H: -5.078 5.319 -7.259
H: -3.975 4.801 -5.915
H: -2.622 6.204 -7.444
H: -2.945 5.090 -8.811
H: -1.528 4.230 -6.328
H: -0.866 4.195 -7.886
H: -1.204 2.017 -9.429
H: -2.993 1.751 -9.575
H: -2.239 3.292 -9.570
H: -0.309 1.956 -7.651
H: -0.956 1.923 -5.958
H: -1.567 0.687 -7.167
H: -6.128 3.736 -8.660
H: -5.421 2.027 -8.707
H: -4.606 3.453 -9.443
H: -3.788 0.508 -6.410
C: -3.062 -3.748 -4.737
C: -3.462 -3.153 -6.009
C: -4.184 -4.086 -6.938
C: -5.518 -4.549 -6.410
C: -6.395 -3.210 -6.250
C: -5.745 -2.108 -5.425
N: -4.361 -1.944 -5.837
O: -3.783 -0.902 -5.118
C: -6.524 -0.749 -5.617
C: -6.000 -2.508 -3.956
C: -2.221 -2.731 -6.894
H: -2.303 -4.461 -4.946
H: -3.838 -4.456 -4.322
H: -2.697 -3.053 -3.972
H: -4.234 -3.506 -7.852
H: -3.459 -4.879 -7.232
H: -5.522 -4.994 -5.407
H: -5.996 -5.180 -7.193
H: -7.387 -3.549 -6.008
H: -6.432 -2.820 -7.260
H: -6.223 -0.335 -6.566
H: -7.624 -0.843 -5.551
H: -6.222 0.037 -4.851
H: -5.268 -1.961 -3.341
H: -6.949 -2.110 -3.629
H: -5.811 -3.602 -3.768
H: -1.309 -3.285 -6.567
H: -1.868 -1.727 -6.775
H: -2.353 -2.896 -7.955
H: -3.497 -1.146 -4.193
C: -4.266 -5.232 4.943
C: -3.366 -4.254 5.650
C: -3.614 -4.419 7.163
C: -2.533 -3.789 7.954
C: -1.067 -4.273 7.570
C: -0.826 -3.978 6.130
N: -1.922 -4.562 5.274
O: -1.793 -4.350 3.953
C: -0.630 -2.451 5.966
C: 0.481 -4.610 5.644
C: -3.809 -2.806 5.203
H: -3.924 -6.234 5.252
H: -4.287 -5.079 3.877
H: -5.266 -5.131 5.348
H: -4.605 -4.157 7.329
H: -3.707 -5.546 7.296
H: -2.711 -4.039 9.039
H: -2.665 -2.696 7.710
H: -1.034 -5.378 7.827
H: -0.366 -3.675 8.132
H: -1.467 -1.888 6.275
H: 0.173 -2.120 6.661
H: -0.362 -2.170 4.999
H: 0.553 -5.727 5.686
H: 0.708 -4.255 4.620
H: 1.339 -4.220 6.185
H: -3.549 -2.061 5.927
H: -4.852 -2.757 5.148
H: -3.478 -2.525 4.211
H: -1.675 -3.402 3.708
C: 7.158 5.720 1.249
C: 5.730 6.238 0.803
C: 5.253 5.400 -0.325
C: 3.740 5.604 -0.645
C: 2.984 5.322 0.656
C: 3.475 6.104 1.907
N: 4.875 6.012 1.999
O: 5.446 6.577 3.067
C: 2.969 7.536 1.912
C: 2.903 5.375 3.150
C: 5.870 7.696 0.437
H: 7.849 6.184 0.502
H: 7.288 4.628 1.175
H: 7.626 6.160 2.182
H: 5.937 5.537 -1.140
H: 5.305 4.317 -0.104
H: 3.334 4.807 -1.390
H: 3.534 6.600 -0.979
H: 2.999 4.256 0.862
H: 1.895 5.541 0.462
H: 3.352 8.227 1.155
H: 1.857 7.632 1.930
H: 3.340 7.882 2.862
H: 2.956 5.947 4.085
H: 1.848 5.324 3.009
H: 3.402 4.404 3.095
H: 4.995 8.099 0.043
H: 6.673 7.764 -0.318
H: 6.187 8.231 1.325
H: 5.329 7.559 3.139
C: -1.293 -1.585 1.495
C: -1.047 -2.833 0.610
C: 0.020 -3.746 1.248
C: 0.310 -5.041 0.571
C: -1.011 -5.775 0.522
C: -2.132 -5.003 -0.192
N: -2.202 -3.686 0.574
O: -3.328 -2.977 0.077
C: -1.982 -4.927 -1.664
C: -3.518 -5.691 0.078
C: -0.553 -2.276 -0.756
H: -0.417 -1.277 2.064
H: -1.913 -1.942 2.336
H: -1.846 -0.743 1.020
H: 0.912 -3.145 1.290
H: -0.273 -3.915 2.299
H: 1.028 -5.553 1.179
H: 0.727 -4.920 -0.426
H: -1.426 -5.878 1.566
H: -0.986 -6.824 0.167
H: -0.922 -5.215 -1.923
H: -2.518 -5.719 -2.236
H: -2.162 -3.985 -2.181
H: -4.346 -5.125 -0.288
H: -3.688 -6.667 -0.338
H: -3.729 -5.846 1.170
H: 0.254 -1.593 -0.484
H: -1.346 -1.922 -1.334
H: -0.054 -3.045 -1.307
H: -3.071 -2.822 -0.804
C: 5.231 2.291 3.517
C: 6.692 2.637 3.874
O: 7.562 2.262 2.900
O: 4.925 0.881 3.606
H: 5.023 2.694 2.497
H: 4.635 2.878 4.210
H: 6.898 2.135 4.847
H: 6.676 3.665 4.082
H: 7.286 1.369 2.690
H: 5.311 0.412 2.841
C: -2.472 1.786 -3.513
C: -3.587 1.159 -2.678
O: -3.272 -0.133 -2.254
O: -2.883 2.977 -4.140
H: -2.322 1.039 -4.320
H: -1.498 1.788 -2.955
H: -4.394 1.266 -3.364
H: -3.757 1.799 -1.805
H: -4.014 -0.425 -1.710
H: -3.195 2.675 -5.046
C: -5.947 0.027 0.270
C: -5.041 0.252 1.418
O: -4.543 -0.936 2.003
O: -5.434 -0.883 -0.733
H: -6.139 0.994 -0.208
H: -7.052 -0.263 0.652
H: -5.581 0.936 2.090
H: -4.146 0.820 1.061
H: -4.050 -1.491 1.375
H: -5.061 -1.648 -0.261
C: 4.144 -3.391 -2.348
C: 2.774 -3.626 -1.647
O: 1.742 -3.346 -2.590
O: 4.185 -4.123 -3.521
H: 5.005 -3.731 -1.745
H: 4.274 -2.290 -2.603
H: 2.789 -2.963 -0.732
H: 2.726 -4.612 -1.246
H: 1.671 -2.399 -2.516
H: 3.243 -4.166 -3.805
C: -5.774 -0.114 4.943
C: -7.095 -0.159 5.707
O: -6.822 0.322 7.002
O: -5.370 1.255 4.793
H: -5.841 -0.450 3.904
H: -5.086 -0.684 5.505
H: -7.399 -1.169 5.748
H: -7.964 0.449 5.264
H: -7.521 0.325 7.648
H: -5.479 1.601 5.666
C: 2.761 1.554 6.288
C: 2.125 0.427 5.446
O: 2.123 0.585 4.048
O: 2.547 2.840 5.812
H: 3.787 1.315 6.493
H: 2.272 1.596 7.311
H: 1.088 0.256 5.795
H: 2.718 -0.532 5.713
H: 3.020 0.515 3.713
H: 2.249 2.809 4.898
C: 6.113 -0.477 0.443
C: 7.331 -0.476 -0.427
O: 7.865 -1.826 -0.211
O: 6.457 -0.327 1.839
H: 5.522 -1.415 0.362
H: 5.431 0.287 0.212
H: 8.014 0.293 -0.151
H: 7.222 -0.341 -1.541
H: 8.826 -1.775 -0.331
H: 6.469 -1.217 2.282
C: 2.363 0.650 0.084
C: 1.268 1.590 -0.036
O: 0.331 1.188 -1.063
O: 3.174 0.714 -1.097
H: 2.076 -0.390 0.268
H: 2.991 0.898 0.955
H: 1.680 2.545 -0.306
H: 0.734 1.727 0.922
H: -0.448 0.843 -0.583
H: 2.546 0.639 -1.833

Results
* F_max: 4.3 eV/Å
* total charge: 0
* lowest unoccupied orbital energy: 0.38 eV
* HOMO-LUMO gap: 0.3114 Eh
* E: -150343.1407 eV